ORCA calculation (ωB97M-V/def2-TZVPD) on a 4-piece molecular cluster, C17H38B4O11S4 overall.

The geometry in ORCA input format:
```
! RIJCOSX wB97M-V def2-TZVPD def2/J DEFGRID3
* xyz 0 1
C -2.707 -0.985 -0.366
C -3.014 -0.684 -1.963
O -2.605 0.659 -2.402
B -3.243 1.709 -1.569
O -2.482 2.298 -0.413
B -4.774 2.301 -1.908
O -5.208 2.338 -3.319
B -6.573 2.901 -3.367
O -7.612 2.776 -2.326
B -7.045 2.475 -0.997
C -7.855 1.868 0.301
S -9.694 1.623 0.048
C -10.082 0.665 -1.513
C -9.783 -0.946 -1.436
O -5.591 2.795 -0.781
H -1.773 -0.387 0.040
H -2.448 -2.140 -0.284
H -3.685 -0.822 0.255
H -4.167 -0.884 -2.147
H -2.419 -1.496 -2.597
H -2.628 3.300 -0.546
H -6.900 3.478 -4.366
H -7.291 0.905 0.723
H -7.744 2.681 1.168
H -11.258 0.776 -1.689
H -9.576 1.066 -2.489
H -9.077 -1.281 -0.566
H -9.326 -1.258 -2.494
H -10.839 -1.499 -1.380
C -0.675 -1.527 4.133
C 0.012 -2.868 4.389
C -0.281 -3.769 3.191
S -0.519 -2.681 1.794
O -1.895 -2.789 1.355
O 0.599 -2.823 0.883
C -0.334 -1.156 2.698
H -0.341 -0.759 4.837
H -1.760 -1.640 4.245
H 1.094 -2.713 4.479
H -0.332 -3.327 5.322
H 0.551 -4.447 2.985
H -1.202 -4.341 3.336
H -0.994 -0.393 2.283
H 0.710 -0.840 2.610
C 5.045 -0.010 1.006
C 4.300 -1.174 0.354
C 4.216 -2.299 1.384
S 4.241 -1.512 2.987
O 5.461 -1.892 3.668
O 2.936 -1.644 3.603
C 4.426 0.155 2.385
H 4.961 0.907 0.415
H 6.109 -0.258 1.099
H 3.289 -0.851 0.078
H 4.797 -1.511 -0.561
H 3.294 -2.875 1.276
H 5.081 -2.965 1.319
H 5.049 0.733 3.070
H 3.428 0.599 2.319
C 9.002 1.686 -2.014
C 8.352 2.716 -2.936
C 7.015 2.140 -3.398
S 6.472 1.035 -2.102
O 6.467 -0.316 -2.621
O 5.325 1.614 -1.432
C 7.905 1.235 -1.061
H 9.856 2.105 -1.474
H 9.359 0.834 -2.605
H 8.181 3.646 -2.380
H 8.994 2.958 -3.789
H 6.267 2.924 -3.543
H 7.126 1.556 -4.316
H 8.134 0.294 -0.557
H 7.678 2.012 -0.325
*
```

Summary:
**ΔE to the lowest compared entry with this formula, charge and spin**: 87.1 kcal per mole
**SMILES**: CCOB(O)B1OBOB(CSCC)O1.O=S1(=O)CCCC1.O=S1(=O)CCCC1.O=S1(=O)CCCC1
**E_LUMO**: -0.001 hartree

***

ORCA calculation (ωB97M-V/def2-TZVPD) on C17H38BrN9O4P2S3SbTi as an isolated structure.

The geometry in ORCA input format:
```
! RIJCOSX wB97M-V def2-TZVPD def2/J DEFGRID3
* xyz 0 2
Ti -0.045 -0.315 -0.596
S -0.431 2.370 3.507
Sb 1.218 0.838 2.871
S -0.287 -1.034 1.637
S 2.601 2.037 1.335
C -3.318 0.592 1.794
N -3.502 -0.827 1.412
C -3.454 -1.734 2.561
P -2.929 -1.251 -0.043
O -2.126 -0.252 -0.830
O -2.312 -2.746 0.005
P -0.918 -3.355 -0.565
O -0.004 -2.343 -1.207
N -1.542 -4.469 -1.600
C -0.584 -5.355 -2.257
C -2.761 -4.289 -2.379
N -0.165 -4.234 0.559
C -0.965 -5.081 1.437
C 1.150 -3.888 1.101
N -4.247 -1.587 -1.031
C -4.880 -0.442 -1.680
C -5.237 -2.493 -0.457
H -4.131 0.858 2.471
H -3.377 1.231 0.914
H -2.357 0.757 2.289
H -4.268 -1.465 3.235
H -2.498 -1.642 3.078
H -3.595 -2.767 2.245
H 0.349 -5.395 -1.699
H -0.371 -5.008 -3.272
H -0.991 -6.367 -2.311
H -3.320 -3.418 -2.051
H -3.397 -5.174 -2.285
H -2.516 -4.158 -3.437
H -1.907 -5.348 0.959
H -1.172 -4.559 2.376
H -0.418 -5.999 1.653
H 1.662 -3.206 0.429
H 1.728 -4.813 1.194
H 1.056 -3.400 2.070
H -4.124 0.258 -2.025
H -5.568 0.082 -1.004
H -5.449 -0.793 -2.543
H -4.752 -3.373 -0.033
H -5.911 -2.831 -1.247
H -5.830 -2.009 0.327
C 5.116 0.815 -0.654
N 4.395 -0.269 0.007
C 4.849 -0.600 1.365
C 3.102 -0.351 -0.195
N 1.990 -0.581 -0.427
H 4.889 1.762 -0.157
H 4.819 0.866 -1.701
H 6.179 0.589 -0.596
H 4.761 0.284 2.000
H 5.881 -0.943 1.302
H 4.224 -1.393 1.770
N -1.448 2.904 -1.420
C -0.801 2.697 -0.231
N -0.741 3.654 0.669
O -0.286 1.572 0.004
H -1.596 3.849 -1.731
H -1.307 2.211 -2.133
H -1.246 4.513 0.538
H -0.445 3.362 1.649
Br -1.289 -1.238 -3.879
C 0.298 -0.231 -3.697
C 1.184 -0.212 -4.768
C 2.255 0.655 -4.689
C 2.393 1.481 -3.583
C 1.492 1.362 -2.543
N 0.463 0.491 -2.599
H 1.011 -0.845 -5.624
H 2.968 0.705 -5.503
H 3.185 2.213 -3.515
H 1.568 1.961 -1.639
*
```

Summary:
**ΔE to the lowest compared entry with this formula, charge and spin**: 28.7 kcal per mole
**⟨S²⟩**: 0.75
**E_LUMO (alpha / beta)**: -0.016 / -0.016 hartree

***

ORCA calculation (ωB97M-V/def2-TZVPD) on C17H38Cl2NO5PSi2 as an isolated structure.

The geometry in ORCA input format:
```
! RIJCOSX wB97M-V def2-TZVPD def2/J DEFGRID3
* xyz 0 1
C -7.784 1.927 -2.962
C -6.597 2.085 -2.058
O -5.941 0.851 -1.897
C -4.707 0.963 -1.230
C -4.473 -0.261 -0.365
C -3.002 -0.563 -0.148
C -2.201 0.596 0.453
C -0.691 0.300 0.346
Si 0.349 1.220 1.622
O 1.657 0.322 2.137
Si 2.873 -0.202 1.129
C 3.091 -2.049 1.343
C 2.054 -2.891 0.588
C 2.535 -4.339 0.409
C 2.538 -5.131 1.736
N 3.817 -5.730 2.106
C 2.673 0.262 -0.673
C 3.880 -0.223 -1.457
O 3.658 0.038 -2.847
C 4.485 -0.737 -3.620
O 5.478 -0.302 -4.187
P 4.839 0.752 1.779
O 5.314 1.798 0.823
C 0.863 2.970 1.037
Cl 2.468 3.360 1.711
C -0.104 4.102 1.423
C -1.442 4.021 0.707
Cl -0.336 4.276 3.178
H -8.292 2.881 -3.068
H -7.504 1.606 -3.961
H -8.503 1.213 -2.576
H -6.937 2.445 -1.082
H -5.933 2.854 -2.460
H -3.892 1.058 -1.953
H -4.706 1.857 -0.605
H -4.918 -1.105 -0.889
H -5.023 -0.169 0.568
H -2.555 -0.780 -1.118
H -2.863 -1.452 0.461
H -2.507 0.798 1.474
H -2.399 1.456 -0.177
H -0.364 0.603 -0.645
H -0.529 -0.765 0.503
H -0.500 1.420 2.809
H 3.124 -2.308 2.398
H 4.078 -2.277 0.934
H 1.120 -2.918 1.142
H 1.883 -2.486 -0.407
H 1.896 -4.844 -0.307
H 3.558 -4.299 0.045
H 1.809 -5.932 1.635
H 2.178 -4.512 2.552
H 4.311 -5.156 2.769
H 4.405 -5.873 1.302
H 2.562 1.328 -0.844
H 1.822 -0.295 -1.059
H 4.802 0.244 -1.121
H 3.975 -1.305 -1.309
H 4.151 -1.775 -3.752
H 5.796 -0.294 1.844
H 4.700 1.264 3.090
H 0.917 3.025 -0.047
H 0.393 5.016 1.117
H -2.133 3.425 1.293
H -1.343 3.626 -0.297
H -1.871 5.015 0.661
*
```

Summary:
**E_LUMO**: 0.015 hartree

***

ORCA calculation (ωB97M-V/def2-TZVPD) on C17H38NbO11S as an isolated structure.

The geometry in ORCA input format:
```
! RIJCOSX wB97M-V def2-TZVPD def2/J DEFGRID3
* xyz -1 1
C 2.688 -0.897 5.987
C 3.838 -0.419 4.871
O 3.660 1.035 4.660
C 3.923 1.392 3.230
O 5.177 1.429 2.702
C 2.569 1.794 2.333
C 1.411 0.719 2.773
C 0.086 0.692 1.804
Nb -1.090 -1.211 2.436
C 0.224 -2.518 1.112
C 1.221 -3.546 1.910
C 2.490 -4.045 0.958
S 3.722 -5.144 1.909
O 3.409 -6.672 1.737
O 3.667 -4.840 3.437
O 5.326 -4.920 1.292
H 2.259 -1.971 5.763
H 1.760 -0.164 5.984
H 3.192 -0.838 7.048
H 4.874 -0.621 5.388
H 3.700 -1.029 3.855
H 2.773 1.802 1.180
H 2.181 2.862 2.675
H 1.054 1.002 3.860
H 1.866 -0.375 2.748
H 0.342 0.702 0.656
H -0.529 1.680 2.043
H -2.350 -0.954 1.153
H -2.051 -2.598 3.084
H 0.129 -1.466 3.797
H -1.998 -0.107 3.600
H -0.505 -3.152 0.426
H 0.922 -1.789 0.474
H 0.628 -4.541 2.196
H 1.710 -3.109 2.884
H 3.028 -3.136 0.423
H 2.086 -4.745 0.081
H 5.492 -3.917 1.370
C -6.312 -2.074 -3.905
C -6.349 -1.946 -2.391
O -5.030 -1.797 -1.855
C -4.472 -0.571 -2.000
O -4.988 0.398 -2.536
O -3.221 -0.611 -1.475
C -2.480 0.593 -1.661
H -5.640 -2.884 -4.206
H -7.311 -2.274 -4.302
H -5.935 -1.159 -4.372
H -6.764 -2.866 -1.963
H -6.996 -1.122 -2.069
H -3.030 1.462 -1.286
H -2.235 0.717 -2.720
H -1.546 0.508 -1.097
C 2.266 4.909 -4.429
C 1.310 4.871 -5.609
O 0.230 3.963 -5.368
C -0.735 4.407 -4.528
O -0.764 5.495 -3.973
O -1.656 3.420 -4.382
C -2.677 3.721 -3.432
H 2.611 3.900 -4.181
H 3.133 5.537 -4.652
H 1.778 5.306 -3.533
H 1.844 4.502 -6.492
H 0.931 5.869 -5.856
H -3.164 4.674 -3.659
H -2.252 3.734 -2.424
H -3.430 2.929 -3.481
*
```

Summary:
**E_LUMO**: 0.076 hartree

***

ORCA calculation (ωB97M-V/def2-TZVPD) on a 2-piece molecular cluster, C17H39B2N2O13PS overall.

The geometry in ORCA input format:
```
! RIJCOSX wB97M-V def2-TZVPD def2/J DEFGRID3
* xyz 0 1
C -3.304 1.813 -3.046
C -4.480 0.841 -2.901
O -4.051 -0.521 -3.089
B -4.903 -1.448 -2.559
O -6.266 -1.177 -2.605
C -4.330 -2.807 -1.858
C -5.603 -3.611 -1.466
B -5.353 -5.057 -0.854
O -4.752 -6.082 -1.541
O -5.830 -5.307 0.433
O -3.739 -3.569 -2.949
S -2.326 -4.224 -2.553
O -2.230 -5.636 -2.642
O -1.382 -3.579 -3.404
O -2.329 -3.732 -1.043
C -3.261 -2.672 -0.767
N -3.808 -2.888 0.566
C -2.439 -1.349 -0.683
C -1.404 -1.086 -1.766
N -0.140 -1.820 -1.562
C 0.750 -1.530 -2.688
C 1.864 -2.579 -2.783
C 0.466 -1.489 -0.311
C 1.404 -0.307 -0.163
O 0.234 -2.190 0.664
H -2.356 1.302 -3.184
H -3.251 2.511 -2.215
H -3.473 2.418 -3.936
H -5.214 1.063 -3.671
H -4.959 1.019 -1.938
H -6.612 -1.615 -3.391
H -6.162 -3.752 -2.392
H -6.217 -3.061 -0.759
H -3.917 -6.334 -1.135
H -5.181 -5.072 1.101
H -4.289 -2.035 0.820
H -3.050 -3.058 1.214
H -3.118 -0.493 -0.685
H -1.987 -1.347 0.304
H -1.760 -1.308 -2.764
H -1.191 -0.003 -1.761
H 1.165 -0.514 -2.651
H 0.205 -1.595 -3.626
H 2.678 -2.393 -2.084
H 2.213 -2.659 -3.809
H 1.395 -3.530 -2.535
H 1.042 0.615 -0.613
H 1.511 -0.135 0.905
H 2.401 -0.556 -0.521
O 3.884 4.532 4.315
P 4.136 3.395 3.379
O 4.598 4.303 2.065
C 5.560 5.345 2.185
C 6.971 4.851 1.927
O 2.635 2.967 2.914
C 1.511 3.241 3.753
C 0.832 4.531 3.341
O 4.727 2.049 2.632
C 6.055 1.574 2.873
C 6.476 1.676 4.323
H 5.497 5.824 3.164
H 5.297 6.097 1.438
H 7.313 4.205 2.741
H 7.668 5.687 1.852
H 7.015 4.273 1.003
H 1.803 3.266 4.802
H 0.817 2.406 3.634
H 1.548 5.347 3.261
H 0.062 4.811 4.062
H 0.366 4.418 2.361
H 6.752 2.102 2.219
H 6.069 0.528 2.564
H 6.479 2.717 4.667
H 7.480 1.273 4.459
H 5.789 1.119 4.962
*
```

Summary:
**ΔE to the lowest compared entry with this formula, charge and spin**: 0.0 kcal per mole
**SMILES**: CCOB(O)[C@@]1(CB(O)O)OS(=O)(=O)O[C@@]1(N)CCN(CC)C(C)=O.CCOP(=O)(OCC)OCC
**E_LUMO**: -0.012 hartree

***

ORCA calculation (ωB97M-V/def2-TZVPD) on a 2-piece molecular cluster, C17H39BFN5O9PS overall.

The geometry in ORCA input format:
```
! RIJCOSX wB97M-V def2-TZVPD def2/J DEFGRID3
* xyz 1 1
C 2.884 -3.062 2.765
C 2.673 -1.546 2.964
C 1.547 -0.957 2.105
N 2.048 -0.265 0.918
N 1.384 0.873 0.455
C 0.893 0.727 -0.945
C 0.390 -0.705 -1.148
C -0.779 -1.062 -0.216
C -2.159 -0.846 -0.861
C -3.257 -1.631 -0.156
C -3.737 -0.940 1.137
C -3.839 -1.886 2.320
O -5.045 -2.634 2.217
C -4.882 -4.026 2.341
O -0.193 1.596 -1.134
B -0.330 2.519 -2.162
O 0.507 3.607 -2.286
O -1.311 2.393 -3.095
C 2.105 0.927 -1.846
C 2.008 0.628 -3.335
O 1.002 0.516 -3.970
N 3.316 0.570 -3.928
C 3.975 -0.687 -3.766
O 3.826 -1.651 -4.424
F 4.787 -0.631 -2.717
N 2.790 2.273 -1.702
C 2.698 2.953 -0.361
C 1.977 2.168 0.775
S 0.691 3.339 1.384
P 3.160 2.065 2.186
N 2.585 1.548 3.511
O 3.701 3.581 2.177
O 4.391 1.241 1.546
H 2.118 -3.513 2.139
H 2.916 -3.573 3.723
H 3.847 -3.255 2.294
H 3.604 -1.032 2.741
H 2.436 -1.335 4.001
H 0.939 -0.270 2.688
H 0.891 -1.783 1.822
H 3.043 -0.311 0.764
H 1.199 -1.427 -1.091
H -0.004 -0.760 -2.162
H -0.746 -0.434 0.671
H -0.698 -2.110 0.067
H -2.129 -1.045 -1.935
H -2.409 0.212 -0.755
H -4.113 -1.717 -0.822
H -2.926 -2.642 0.089
H -4.743 -0.562 0.960
H -3.120 -0.077 1.394
H -2.985 -2.570 2.322
H -3.852 -1.337 3.264
H -5.864 -4.473 2.469
H -4.420 -4.466 1.452
H -4.282 -4.291 3.216
H 0.244 4.119 -3.062
H -1.740 1.531 -3.053
H 2.839 0.206 -1.475
H 3.204 0.751 -4.923
H 2.409 2.909 -2.405
H 3.763 2.111 -1.958
H 3.715 3.207 -0.082
H 2.194 3.900 -0.520
H -0.017 2.438 2.069
H 2.599 2.206 4.278
H 3.956 3.845 3.069
H 5.217 1.668 1.816
C -6.031 0.676 -2.590
O -6.009 0.145 -1.269
H -5.153 1.308 -2.698
H -5.990 -0.118 -3.340
H -6.923 1.284 -2.760
H -6.784 -0.413 -1.162
*
```

Summary:
**E_LUMO**: -0.119 hartree

***

no.,molar mass (g/mol)
1,590.0
2,840.2
3,494.5
4,543.5
5,564.2
6,550.4